# 1
{
  "formula": "C8H10O5Pt",
  "method": "the ωB97M-V functional and the def2-TZVPD basis",
  "relative_energy_kj_mol": 0.00,
  "lumo_ev": [-9.4149, -11.8465],
  "homo_lumo_gap_ev": [6.63, 6.39],
  "charge": 2,
  "max_force_ev_per_a": 6.9,
  "multiplicity": 3,
  "species": ["Pt", "O", "O", "O", "O", "O", "C", "C", "C", "C", "C", "C", "C", "C", "H", "H", "H", "H", "H", "H", "H", "H", "H", "H"],
  "coordinates": [[0.027, 0.595, -0.454], [1.243, -0.340, -3.224], [0.510, -1.755, 0.416], [-1.305, 1.895, 2.071], [2.887, 1.252, 0.688], [-2.700, -0.722, -1.178], [0.121, 3.428, -1.571], [0.249, -3.627, 1.912], [1.852, 1.197, 0.176], [0.005, -2.148, 1.727], [-1.757, -0.073, -1.029], [0.776, 0.171, -2.291], [-1.062, 3.006, -1.942], [-0.831, 1.581, 1.067], [-0.155, -4.201, 1.075], [-0.238, -3.954, 2.829], [1.036, 3.282, -2.179], [1.480, -1.755, 0.456], [-1.958, 3.086, -1.315], [-1.075, -1.913, 1.713], [0.489, -1.549, 2.533], [-1.236, 2.470, -2.886], [0.324, 3.903, -0.594], [1.318, -3.829, 2.003]],
  "mulliken_spin": [0.733, 0.017, 0.151, 0.014, -0.013, -0.012, 0.183, 0.018, 0.152, 0.002, 0.165, 0.191, 0.180, 0.200, 0.000, 0.003, 0.007, -0.009, 0.009, -0.002, -0.004, 0.008, 0.007, 0.001]
}

# 2
{
  "formula": "C5H10O",
  "method": "the ωB97M-V functional and the def2-TZVPD basis",
  "relative_energy_kj_mol": 44.16,
  "lumo_ev": 1.1288,
  "homo_lumo_gap_ev": 10.61,
  "charge": 0,
  "max_force_ev_per_a": 0.3,
  "species": ["O", "C", "C", "C", "C", "C", "H", "H", "H", "H", "H", "H", "H", "H", "H", "H"],
  "coordinates": [[-0.794, 1.585, 0.767], [-1.105, 0.199, 0.778], [-0.182, -1.829, -0.527], [0.846, 0.526, -0.568], [0.128, -0.553, 0.252], [0.478, 1.809, 0.175], [0.747, -0.800, 1.124], [-1.999, 0.023, 0.158], [-1.339, -0.111, 1.802], [1.928, 0.367, -0.622], [0.737, -2.353, -0.816], [-0.791, -2.530, 0.056], [-0.731, -1.599, -1.448], [1.221, 2.041, 0.954], [0.457, 0.544, -1.594], [0.397, 2.678, -0.487]],
  "nbo_charge": [-0.534, -0.061, -0.601, -0.428, -0.245, -0.063, 0.198, 0.166, 0.178, 0.217, 0.212, 0.211, 0.204, 0.162, 0.201, 0.184]
}

# 3
{
  "formula": "C4H5FS",
  "method": "the ωB97M-V functional and the def2-TZVPD basis",
  "relative_energy_kj_mol": 31.55,
  "lumo_ev": 0.9671,
  "homo_lumo_gap_ev": 9.74,
  "charge": 0,
  "max_force_ev_per_a": 2.8,
  "species": ["S", "F", "C", "C", "C", "C", "H", "H", "H", "H", "H"],
  "coordinates": [[1.480, -0.539, -0.079], [-2.335, -0.223, 0.029], [-0.506, 1.298, -0.140], [-0.129, -1.168, 0.106], [0.994, 1.255, 0.159], [-0.996, 0.042, -0.055], [-1.042, 2.207, -0.283], [1.673, 1.783, -0.541], [-0.363, -1.732, -0.858], [-0.371, -1.722, 1.024], [1.252, 1.540, 1.229]],
  "nbo_charge": [0.211, -0.335, -0.311, -0.646, -0.513, 0.430, 0.236, 0.226, 0.245, 0.238, 0.218]
}

# 4
{
  "formula": "C33H41BeF4N4Si",
  "method": "the ωB97M-V functional and the def2-TZVPD basis",
  "relative_energy_kj_mol": 306.38,
  "lumo_ev": -3.4720,
  "homo_lumo_gap_ev": 5.74,
  "charge": 1,
  "max_force_ev_per_a": 1.0,
  "species": ["Si", "F", "F", "F", "F", "N", "N", "N", "N", "C", "C", "C", "C", "C", "C", "C", "C", "C", "C", "C", "C", "C", "C", "C", "C", "C", "C", "C", "C", "C", "C", "C", "C", "C", "C", "C", "C", "C", "C", "C", "C", "C", "Be", "H", "H", "H", "H", "H", "H", "H", "H", "H", "H", "H", "H", "H", "H", "H", "H", "H", "H", "H", "H", "H", "H", "H", "H", "H", "H", "H", "H", "H", "H", "H", "H", "H", "H", "H", "H", "H", "H", "H", "H", "H"],
  "coordinates": [[-0.995, 1.676, -1.428], [1.563, -0.332, 2.592], [6.666, 4.474, 2.550], [5.779, 3.965, 4.443], [5.138, 5.733, 3.397], [-0.381, 1.551, 1.199], [1.973, 0.139, -0.920], [0.217, -0.434, 0.319], [2.471, 2.034, 1.407], [0.976, -4.387, -3.036], [4.454, 3.638, 2.535], [-0.887, 0.594, 0.221], [0.334, -2.615, -4.696], [-0.635, -3.719, 1.927], [-1.275, 2.112, 2.050], [2.830, -0.026, -1.922], [-4.805, -1.136, 0.841], [-4.438, 0.048, 1.738], [-2.570, 1.729, 2.146], [-0.749, 0.770, -3.085], [-0.679, -2.679, 1.013], [-3.055, 0.582, 1.421], [3.728, 1.585, 1.558], [2.730, -1.070, -2.826], [0.061, -1.522, 1.228], [1.434, -3.098, -3.737], [-2.221, 0.013, 0.534], [5.510, 4.463, 3.225], [-2.737, 2.423, -1.337], [2.221, 3.304, 1.770], [0.117, -3.616, 3.084], [0.308, 3.058, -1.285], [3.166, 4.130, 2.334], [0.974, -0.730, -0.825], [-4.457, -0.405, 3.206], [-5.486, 1.149, 1.525], [2.687, -3.430, -4.547], [1.674, -1.981, -2.740], [0.842, -2.462, 3.334], [0.805, -1.452, 2.400], [4.739, 2.339, 2.113], [0.770, -1.779, -1.701], [1.149, 1.063, 0.949], [0.000, -4.290, -2.564], [0.106, -3.394, -5.420], [1.447, -2.337, 4.217], [2.476, -4.264, -5.212], [-2.865, 3.198, -2.087], [-6.478, 0.740, 1.702], [3.499, -3.725, -3.888], [-4.815, -0.840, -0.206], [-5.339, 1.981, 2.209], [-1.292, -0.167, -3.142], [-0.080, -2.428, -1.579], [-0.882, 2.890, 2.692], [-2.499, -0.847, -0.051], [-5.445, 1.525, 0.505], [1.220, 3.652, 1.589], [0.296, 0.566, -3.293], [1.700, -4.690, -2.283], [0.663, -1.729, -5.235], [3.480, -1.160, -3.594], [-3.720, -1.188, 3.378], [-3.224, 2.257, 2.814], [0.149, -4.427, 3.794], [-4.110, -1.963, 0.971], [-2.927, 2.868, -0.364], [-5.437, -0.792, 3.464], [3.643, 0.686, -1.984], [-1.114, 1.407, -3.885], [0.902, -5.181, -3.776], [0.433, 3.564, -2.236], [-4.234, 0.422, 3.874], [-1.291, -2.776, 0.131], [5.731, 1.935, 2.220], [-5.799, -1.491, 1.098], [2.912, 5.140, 2.614], [-3.500, 1.670, -1.508], [-0.578, -2.372, -4.157], [3.008, -2.596, -5.166], [0.004, 3.808, -0.561], [1.280, 2.681, -0.983], [3.918, 0.583, 1.210], [-1.182, -4.623, 1.715]],
  "mulliken_charge": [0.007, -0.203, -0.243, -0.237, -0.265, 0.561, 0.211, 0.894, 0.442, -1.695, 0.470, 0.694, -1.561, -1.374, -1.042, -1.181, -1.933, 1.956, -1.334, -1.171, 0.109, 1.064, 0.056, -0.543, 0.231, 1.898, -0.215, 0.717, -1.314, 0.292, -0.682, -0.953, -1.129, -0.179, -1.730, -1.684, -2.059, 0.430, -0.827, 0.008, -1.301, -0.242, -1.375, 0.344, 0.492, 0.534, 0.439, 0.580, 0.483, 0.448, 0.337, 0.320, 0.218, 0.293, 0.552, 0.757, 0.317, 0.405, 0.332, 0.383, 0.346, 0.451, 0.341, 0.473, 0.459, 0.273, 0.364, 0.486, 0.481, 0.616, 0.500, 0.556, 0.346, 0.520, 0.455, 0.488, 0.522, 0.286, 0.253, 0.393, 0.250, 0.215, 0.620, 0.504]
}

# 5
{
  "formula": "C5H13N",
  "method": "the ωB97M-V functional and the def2-TZVPD basis",
  "relative_energy_kj_mol": 147.74,
  "lumo_ev": 1.0552,
  "homo_lumo_gap_ev": 10.82,
  "charge": 0,
  "max_force_ev_per_a": 1.1,
  "species": ["N", "C", "C", "C", "C", "C", "H", "H", "H", "H", "H", "H", "H", "H", "H", "H", "H", "H", "H"],
  "coordinates": [[1.777, -3.279, 3.943], [-1.165, 3.738, -3.030], [0.672, -3.068, 4.489], [-0.774, 1.622, -1.569], [-0.716, 2.261, -2.976], [1.775, -3.878, 2.613], [-1.344, 1.674, -3.645], [2.620, -3.479, 2.066], [0.277, 2.184, -3.416], [-1.570, 0.862, -1.582], [-0.324, -3.255, 4.069], [1.902, -4.957, 2.716], [-0.924, 4.226, -2.090], [-0.612, 4.268, -3.807], [0.187, 1.254, -1.226], [-2.221, 3.846, -3.274], [0.683, -2.659, 5.503], [0.843, -3.725, 2.047], [-1.085, 2.366, -0.830]],
  "nbo_charge": [-0.381, -0.606, -0.061, -0.615, -0.402, -0.449, 0.196, 0.206, 0.197, 0.208, 0.138, 0.207, 0.200, 0.206, 0.212, 0.205, 0.167, 0.174, 0.200]
}

# 6
{
  "formula": "C5H7AlClIN",
  "method": "the ωB97M-V functional and the def2-TZVPD basis",
  "lumo_ev": 3.0777,
  "homo_lumo_gap_ev": 8.35,
  "charge": -1,
  "max_force_ev_per_a": 0.1,
  "species": ["I", "Cl", "Al", "N", "C", "C", "C", "C", "C", "H", "H", "H", "H", "H", "H", "H"],
  "coordinates": [[-5.170, -1.796, 1.954], [-1.332, -2.241, 2.206], [-2.824, -0.641, 1.922], [2.005, 1.082, -2.165], [0.844, -0.126, 0.073], [1.760, 0.905, 0.212], [1.119, 0.095, -2.286], [2.308, 1.472, -0.930], [0.516, -0.536, -1.209], [2.044, 1.269, 1.190], [0.390, -0.610, 0.928], [-2.609, -0.003, 0.475], [0.878, -0.205, -3.301], [-0.208, -1.324, -1.364], [-2.747, 0.377, 3.143], [3.026, 2.281, -0.849]],
  "nbo_charge": [-0.556, -0.630, 1.002, -0.439, -0.155, -0.265, 0.023, 0.020, -0.249, 0.213, 0.253, -0.406, 0.182, 0.230, -0.402, 0.179]
}

# 7
{
  "formula": "C3H8N2O2",
  "method": "the ωB97M-V functional and the def2-TZVPD basis",
  "relative_energy_kj_mol": 211.51,
  "lumo_ev": 0.8254,
  "homo_lumo_gap_ev": 10.07,
  "charge": 0,
  "max_force_ev_per_a": 6.7,
  "species": ["O", "O", "N", "N", "C", "C", "C", "H", "H", "H", "H", "H", "H", "H", "H"],
  "coordinates": [[2.416, 0.934, -0.095], [-0.618, -1.762, -0.334], [0.095, 0.745, 1.341], [-2.371, -0.458, -0.096], [-1.028, -0.619, -0.122], [-0.130, 0.544, -0.052], [1.324, 0.358, -0.792], [-2.903, 0.382, 0.413], [0.669, 1.662, 1.507], [1.309, 1.046, -1.691], [2.906, 0.152, 0.167], [1.495, -0.674, -1.103], [-3.043, -1.253, -0.059], [-0.433, 1.546, -0.498], [0.548, 0.058, 1.780]],
  "nbo_charge": [-0.717, -0.617, -0.817, -0.819, 0.650, -0.169, -0.086, 0.397, 0.376, 0.163, 0.471, 0.195, 0.408, 0.211, 0.354]
}

The E results, record by record, are as follows: -805.5542; -271.7358; -653.4289; -2204.7500; -253.0068; -1249.9937; -379.0604 Ha.